Record 1
Here is 4 unconnected molecules or ions with the total composition CH5NOSi at a distorted geometry from the OMol25 dataset. Energies are from ωB97M-V/def2-TZVPD.

```
9
Properties=species:S:1:pos:R:3:lowdin_charge:R:1
C -2.15389 -0.59089 -0.24153 -0.09
N -2.00435 -0.67899 -1.36932 0.05
O 0.86979 0.69267 0.38947 -0.48
Si 1.05257 1.03477 -1.05949 0.62
H -1.74870 -0.43218 0.75084 0.05
H 1.10761 -1.56659 2.51173 0.03
H 0.41224 -1.03385 2.53168 0.01
H 1.99910 2.06092 -1.30645 -0.09
H 0.46563 0.51415 -2.20691 -0.10
```

net charge: 0
HOMO-LUMO gap: 10.4 eV
relative energy (zero: lowest compared OMol25 entry of this formula, charge and spin): 52.5 kcal/mol
strongest force on any atom: 0.0649 hartree/bohr

---

Record 2
Here is 2 unconnected molecules or ions with the total composition CH5NS at a distorted geometry from the OMol25 dataset. Energies are from ωB97M-V/def2-TZVPD.

```
8
Properties=species:S:1:pos:R:3:lowdin_charge:R:1
S 0.92257 -2.02510 2.01386 0.48
H 0.91997 -2.35637 0.71270 -0.23
C -0.96040 1.57006 -0.91245 -0.14
N -0.06361 0.73859 -1.22994 0.01
H -1.85227 1.21941 -0.39403 0.06
H -0.78308 2.60998 -1.15689 0.05
H 2.12971 -1.53439 1.98426 -0.25
H -0.31288 -0.22217 -1.01750 0.02
```

SMILES string: C=N.S
net charge: 0
HOMO-LUMO gap: 10.8 eV
relative energy (zero: lowest compared OMol25 entry of this formula, charge and spin): 9.1 kcal/mol
strongest force on any atom: 0.0225 hartree/bohr

---

Record 3
Here is CH5NS2 in the gas phase at a distorted geometry from the OMol25 dataset. Energies are from ωB97M-V/def2-TZVPD.

```
9
Properties=species:S:1:pos:R:3:lowdin_charge:R:1
C -0.71583 0.80825 -0.53720 -0.74
N 0.90651 -0.76809 1.64819 -0.45
S -1.31311 -0.40125 -1.66579 0.61
S -0.55004 0.05578 1.57397 0.62
H 0.30104 0.87956 -0.83067 -0.03
H -1.30109 1.75709 -0.49566 0.03
H 1.63057 -0.08830 1.46904 0.00
H 1.01110 -1.50070 0.89213 0.05
H 0.03086 -0.74233 -2.05401 -0.08
```

SMILES string: NSCS
net charge: 0
HOMO-LUMO gap: 9.0 eV
relative energy (zero: lowest compared OMol25 entry of this formula, charge and spin): 34.4 kcal/mol
strongest force on any atom: 0.0549 hartree/bohr

---

Record 4
Here is a molecular structure, CH5O2 at a distorted geometry from the OMol25 dataset. Energies are from ωB97M-V/def2-TZVPD.

```
8
Properties=species:S:1:pos:R:3:lowdin_charge:R:1
C -0.38662 1.35352 0.00332 -0.32
O -0.74613 0.04835 0.47572 -0.37
H -1.27188 1.64243 -0.75048 0.06
H -0.33234 2.19096 0.81292 0.05
H 0.56680 1.36001 -0.65481 0.05
H 1.62708 -0.91858 -0.66593 -0.09
H 0.06912 -0.80141 0.09552 -0.05
O 0.95375 -1.49767 -0.33286 -0.33
```

net charge: -1
HOMO-LUMO gap: 8.2 eV
relative energy (zero: lowest compared OMol25 entry of this formula, charge and spin): 9.2 kcal/mol
strongest force on any atom: 0.0440 hartree/bohr

---

Record 5
Here is 2 unconnected molecules or ions with the total composition CH5O2P at a distorted geometry from the OMol25 dataset. Energies are from ωB97M-V/def2-TZVPD.

```
9
Properties=species:S:1:pos:R:3:lowdin_charge:R:1
C 0.97566 -0.81706 0.29448 -0.21
O 1.72472 0.27126 0.55930 -0.11
O -1.78991 0.95390 -0.21656 -0.51
P -1.25650 -0.07797 -1.32967 0.73
H 0.25389 -1.03464 1.09868 0.04
H 1.47054 -1.70797 0.05402 0.03
H 1.26589 1.03228 1.06953 0.15
H -1.99390 0.38307 0.54558 0.02
H -0.65039 0.99714 -2.07536 -0.13
```

net charge: 0
HOMO-LUMO gap (spin up / spin down): 7.8 / 7.8 eV
relative energy (zero: lowest compared OMol25 entry of this formula, charge and spin): 73.3 kcal/mol
strongest force on any atom: 0.0703 hartree/bohr

---

Record 6
Here is 2 unconnected molecules or ions with the total composition CH5O2P2S at a distorted geometry from the OMol25 dataset. Energies are from ωB97M-V/def2-TZVPD.

```
11
Properties=species:S:1:pos:R:3:lowdin_charge:R:1
C -0.07868 -0.29335 -0.01090 -0.70
O 2.39500 -1.29054 0.97470 -0.45
O 2.12373 -0.73927 -1.46891 -0.28
P -0.63679 1.42456 -0.32262 0.55
P 1.78492 -0.27969 0.06781 -0.10
S 2.32682 1.63694 0.16369 0.05
H -0.47792 -1.05231 -0.86104 0.05
H -0.55595 -1.05075 1.33409 0.17
H 1.49792 -0.34243 -2.03914 0.00
H -2.17978 1.38862 -0.11806 -0.11
H -0.51092 2.01877 0.85809 -0.19
```

net charge: -1
HOMO-LUMO gap: 7.8 eV
relative energy (zero: lowest compared OMol25 entry of this formula, charge and spin): 40.6 kcal/mol
strongest force on any atom: 0.0887 hartree/bohr

---

Record 7
Here is CH5O2PS in the gas phase at a distorted geometry from the OMol25 dataset. Energies are from ωB97M-V/def2-TZVPD.

```
10
Properties=species:S:1:pos:R:3:lowdin_charge:R:1
C 1.69719 -0.00651 -0.48840 -0.18
O 1.00203 -0.81991 0.38519 -0.15
O -0.22504 -0.03281 0.96783 -0.49
P -1.16851 0.80673 -0.02664 0.51
S -2.74072 -0.56246 -0.43786 0.33
H 2.44977 -0.65647 -0.94368 0.10
H 2.18478 0.83394 0.02582 0.09
H 1.04501 0.38133 -1.28883 0.04
H -1.69895 1.35616 1.15344 -0.06
H -2.54557 -1.30000 0.65313 -0.20
```

SMILES string: COOPS
net charge: 0
HOMO-LUMO gap: 9.9 eV
relative energy (zero: lowest compared OMol25 entry of this formula, charge and spin): 101.7 kcal/mol
strongest force on any atom: 0.0633 hartree/bohr

---

Record 8
Here is a molecular structure, CH5O2Tm at a distorted geometry from the OMol25 dataset. Energies are from ωB97M-V/def2-TZVPD.

```
9
Properties=species:S:1:pos:R:3:lowdin_charge:R:1
C -0.60098 -0.06859 -0.77456 -0.10
H -1.59186 0.37227 -0.98966 0.06
H 0.14177 -0.09244 -1.59605 0.05
H -0.90788 -1.12875 -0.82509 0.06
O 0.03518 1.06269 0.27804 -0.80
Tm 1.59968 2.66166 0.22937 0.91
H 0.28888 -0.00488 1.33716 0.09
O 0.12828 -1.18519 1.35071 -0.26
H 0.90693 -1.61677 0.99009 -0.01
```

net charge: 0
HOMO-LUMO gap (spin up / spin down): 6.5 / 6.4 eV
spin multiplicity: 3
strongest force on any atom: 0.0822 hartree/bohr

---

Record 9
Here is a gas-phase ion, CH5O3Si (charge +1) at a distorted geometry from the OMol25 dataset. Energies are from ωB97M-V/def2-TZVPD.

```
10
Properties=species:S:1:pos:R:3:lowdin_charge:R:1
C 1.49965 -0.87322 0.21271 -0.09
O 1.63632 0.51871 0.18760 -0.07
O -2.12275 1.51834 -0.72671 -0.17
O 0.35808 1.11940 -0.28375 -0.11
Si -1.03030 0.54963 0.01853 0.80
H -3.25690 1.62749 -0.42840 0.28
H 2.36474 -1.35490 0.85963 0.18
H 1.49301 -1.04747 -0.80272 0.07
H -1.33059 -0.80875 0.39856 0.04
H 0.38875 -1.24924 0.56456 0.07
```

net charge: +1
HOMO-LUMO gap: 9.7 eV
relative energy (zero: lowest compared OMol25 entry of this formula, charge and spin): 17.3 kcal/mol
strongest force on any atom: 0.1065 hartree/bohr

---

Record 10
Here is a molecular structure, CH5O3Si2 at a distorted geometry from the OMol25 dataset. Energies are from ωB97M-V/def2-TZVPD.

```
11
Properties=species:S:1:pos:R:3:lowdin_charge:R:1
C -1.00479 -0.58997 -0.40957 -0.58
O -1.83662 -1.45155 -0.38081 0.03
O -0.78596 0.24867 0.73748 -0.35
O 0.82481 -1.61425 -2.45728 -0.52
Si 0.34387 0.56914 1.80512 0.44
Si 0.12564 -0.33979 -1.96939 0.27
H 0.15029 1.95800 1.96697 -0.09
H 1.69852 0.24565 1.37864 -0.09
H 0.20273 -0.34178 3.19812 -0.05
H -1.08738 0.44364 -2.68398 -0.04
H 1.36889 0.87223 -1.18531 -0.03
```

net charge: -1
HOMO-LUMO gap: 8.3 eV
relative energy (zero: lowest compared OMol25 entry of this formula, charge and spin): 45.1 kcal/mol
strongest force on any atom: 0.0570 hartree/bohr

---

Record 11
Here is 3 unconnected molecules or ions with the total composition CH5O4 from the OMol25 dataset. Energies are from ωB97M-V/def2-TZVPD.

```
10
Properties=species:S:1:pos:R:3:lowdin_charge:R:1
O 0.35811 0.97013 1.15591 -0.12
C 1.01940 0.41119 0.25801 -0.62
O 1.03653 -0.81399 -0.02744 -0.13
H 1.68764 1.05647 -0.34745 0.10
H 0.85667 -0.74173 -1.79076 -0.02
H -0.13132 -0.55712 -2.97915 0.01
O 0.79958 -0.66044 -2.77368 -0.12
H -1.32707 0.10654 1.62080 -0.01
H -2.07705 0.28023 2.88973 0.01
O -2.22249 -0.05128 1.99403 -0.11
```

net charge: -1
HOMO-LUMO gap: 9.3 eV
relative energy (zero: lowest compared OMol25 entry of this formula, charge and spin): 4.7 kcal/mol
strongest force on any atom: 0.0151 hartree/bohr

---

Record 12
Here is 2 unconnected molecules or ions with the total composition CH5O4P2 at a distorted geometry from the OMol25 dataset. Energies are from ωB97M-V/def2-TZVPD.

```
12
Properties=species:S:1:pos:R:3:lowdin_charge:R:1
C -1.73133 0.33053 -0.15588 -0.12
O 1.07823 1.98113 -0.01458 -0.48
O 0.90473 0.01624 1.80300 -0.46
O 3.23518 0.77530 -0.95414 -0.39
O 3.07512 -1.04956 0.67569 -0.41
P 2.42625 -0.57035 -0.74763 0.62
P 0.77320 0.54194 0.39310 0.44
H -1.79220 -0.56113 0.48426 -0.05
H -2.41375 1.19186 0.14223 -0.01
H -1.87164 0.07724 -1.16585 -0.08
H 2.60573 1.39693 -0.50693 -0.04
H 2.49364 -0.45947 1.27160 -0.02
```

net charge: -1
HOMO-LUMO gap (spin up / spin down): 8.2 / 8.2 eV
relative energy (zero: lowest compared OMol25 entry of this formula, charge and spin): 39.7 kcal/mol
strongest force on any atom: 0.0691 hartree/bohr

---

Record 13
Here is 2 unconnected molecules or ions with the total composition CH5OPS at a distorted geometry from the OMol25 dataset. Energies are from ωB97M-V/def2-TZVPD.

```
9
Properties=species:S:1:pos:R:3:lowdin_charge:R:1
C 1.74423 1.08003 -0.46934 -0.25
O 2.37967 -1.59347 -0.06680 -0.42
P 1.49691 -0.44694 0.12054 0.69
S -3.08075 -0.90951 -0.15000 0.47
H 2.60669 1.26220 -1.08558 0.00
H -3.02061 0.41480 -0.07293 -0.23
H 1.03073 1.85443 -0.29644 -0.02
H -3.52535 -1.01265 1.10361 -0.23
H 0.36846 -0.64889 0.91695 -0.01
```

net charge: 0
HOMO-LUMO gap: 10.0 eV
relative energy (zero: lowest compared OMol25 entry of this formula, charge and spin): 45.1 kcal/mol
strongest force on any atom: 0.0386 hartree/bohr

---

Record 14
Here is a molecular structure, CH5OPS at a distorted geometry from the OMol25 dataset. Energies are from ωB97M-V/def2-TZVPD.

```
9
Properties=species:S:1:pos:R:3:lowdin_charge:R:1
C -0.36190 1.62138 1.20005 -0.11
O -0.15314 1.16958 -0.00426 -0.64
P 1.03482 0.59650 -0.93517 0.62
S 2.47247 -0.13816 0.70466 0.21
H -1.22754 2.18111 1.40702 0.05
H 0.18670 1.09423 2.03672 0.07
H -2.75967 2.39968 -2.34355 0.03
H -2.21198 1.98292 -1.87808 0.00
H 3.24605 -0.91559 -0.10553 -0.23
```

net charge: 0
HOMO-LUMO gap (spin up / spin down): 7.4 / 8.0 eV
relative energy (zero: lowest compared OMol25 entry of this formula, charge and spin): 96.7 kcal/mol
strongest force on any atom: 0.0630 hartree/bohr

---

Record 15
Here is 2 unconnected molecules or ions with the total composition CH5OS at a distorted geometry from the OMol25 dataset. Energies are from ωB97M-V/def2-TZVPD.

```
8
Properties=species:S:1:pos:R:3:lowdin_charge:R:1
S -1.47446 -1.97043 -1.24202 -0.24
H -1.67572 -3.19120 -0.61911 -0.44
C 0.60451 1.11697 0.49117 -0.31
O 0.47244 0.48814 -0.66617 -0.21
H -0.29875 0.96959 1.12054 0.07
H 0.57005 2.20988 0.30329 0.07
H 1.57043 0.87640 1.07743 0.08
H 0.23150 -0.49936 -0.46512 -0.02
```

net charge: -1
HOMO-LUMO gap: 6.9 eV
relative energy (zero: lowest compared OMol25 entry of this formula, charge and spin): 14.1 kcal/mol
strongest force on any atom: 0.0795 hartree/bohr

---

Record 16
Here is 2 unconnected molecules or ions with the total composition CH5OS from the OMol25 dataset. Energies are from ωB97M-V/def2-TZVPD.

```
8
Properties=species:S:1:pos:R:3:lowdin_charge:R:1
S 0.95208 0.86855 1.03178 -0.17
H 0.62925 1.03701 2.32327 -0.46
C -0.57162 -0.90535 -1.52420 -0.25
O -1.43913 -0.81089 -0.42372 -0.20
H -0.82686 -1.79031 -2.11419 0.06
H -0.64469 -0.03813 -2.19750 0.07
H 0.46317 -0.96557 -1.21072 0.03
H -0.94682 -0.25733 0.22558 -0.07
```

net charge: -1
HOMO-LUMO gap: 7.2 eV
relative energy (zero: lowest compared OMol25 entry of this formula, charge and spin): 2.3 kcal/mol
strongest force on any atom: 0.0090 hartree/bohr

---

Record 17
Here is a molecular structure, CH5P3 at a distorted geometry from the OMol25 dataset. Energies are from ωB97M-V/def2-TZVPD.

```
9
Properties=species:S:1:pos:R:3:lowdin_charge:R:1
C 0.97961 -0.08818 -0.49114 -0.48
P -2.09063 -0.99113 0.21865 0.17
P -1.83901 1.15150 0.15208 0.17
P -0.68237 -0.12503 -1.21077 0.27
H 1.14895 -1.03222 -0.18642 -0.05
H 1.11853 0.58600 0.32145 0.01
H 1.87043 -0.00564 -1.21836 0.07
H -0.99383 -0.92646 1.66351 -0.04
H -3.02640 1.34811 -0.84614 -0.12
```

net charge: 0
HOMO-LUMO gap: 9.5 eV
relative energy (zero: lowest compared OMol25 entry of this formula, charge and spin): 28.7 kcal/mol
strongest force on any atom: 0.0761 hartree/bohr

---

Record 18
Here is CH5PS in the gas phase at a distorted geometry from the OMol25 dataset. Energies are from ωB97M-V/def2-TZVPD.

```
8
Properties=species:S:1:pos:R:3:lowdin_charge:R:1
C 0.75936 0.69368 0.00594 -0.30
P -0.70678 -0.57988 0.02622 0.18
S -2.38469 0.33843 0.01852 0.09
H 0.44242 1.67385 -0.49437 0.06
H 1.00523 0.86021 1.07252 0.03
H 1.61380 0.33594 -0.59874 0.03
H -0.46980 -1.72759 0.87031 -0.04
H -0.25954 -1.59464 -0.90040 -0.04
```

SMILES string: C[PH2]=S
net charge: 0
HOMO-LUMO gap: 9.9 eV
relative energy (zero: lowest compared OMol25 entry of this formula, charge and spin): 11.3 kcal/mol
strongest force on any atom: 0.0496 hartree/bohr

---

Record 19
Here is 2 unconnected molecules or ions with the total composition CH5PS at a distorted geometry from the OMol25 dataset. Energies are from ωB97M-V/def2-TZVPD.

```
8
Properties=species:S:1:pos:R:3:lowdin_charge:R:1
C -2.85116 0.23355 -1.27040 -0.66
P 1.38322 -0.92850 0.81888 0.59
S -3.70597 -0.92602 -0.57093 0.58
H -2.00321 0.05565 -2.09341 0.04
H -2.87690 1.37063 -0.99217 0.03
H 2.26198 -0.30592 -0.15356 -0.16
H 1.22808 0.23881 1.52809 -0.21
H 2.66333 -1.24916 1.25184 -0.21
```

SMILES string: C=S.P
net charge: 0
HOMO-LUMO gap: 8.5 eV
relative energy (zero: lowest compared OMol25 entry of this formula, charge and spin): 51.2 kcal/mol
strongest force on any atom: 0.0548 hartree/bohr

---

Record 20
Here is 2 unconnected molecules or ions with the total composition CH5PS at a distorted geometry from the OMol25 dataset. Energies are from ωB97M-V/def2-TZVPD.

```
8
Properties=species:S:1:pos:R:3:lowdin_charge:R:1
C 2.23099 -0.21143 0.08738 -0.51
P 0.63106 -0.37519 0.55434 0.64
S -2.89836 -0.37995 -0.22713 0.45
H 2.88267 0.19796 0.93048 0.01
H 2.62649 -0.03661 -0.96433 0.02
H 0.89522 -0.36623 2.01002 -0.12
H -2.47287 -0.01647 -1.41374 -0.23
H -3.17246 -1.61757 -0.42152 -0.26
```

net charge: 0
HOMO-LUMO gap (spin up / spin down): 7.6 / 6.6 eV
relative energy (zero: lowest compared OMol25 entry of this formula, charge and spin): 25.6 kcal/mol
spin multiplicity: 3
strongest force on any atom: 0.1268 hartree/bohr